1.
Below is a cluster of 3 separate species, C32H65FN5O3 in total at a distorted geometry, with properties calculated with wB97M-V/def2-TZVPD.

```
106
Properties=species:S:1:pos:R:3:forces:R:3:lowdin_charge:R:1
C -0.99169 -2.57709 -1.49431 0.23 0.22 -0.81 0.050
C -1.68873 -2.81296 -2.82259 -0.59 -1.29 1.82 -0.093
N -1.74886 -1.60069 -3.74251 1.84 -3.44 1.12 -0.028
C -0.34852 -1.66830 -4.38677 2.74 1.99 -1.63 -0.056
C -0.54192 -0.47847 -5.54618 0.78 -0.34 1.41 -0.212
N -0.57147 0.76122 -4.67815 -0.67 -0.54 -1.63 -0.108
C -0.94855 2.00835 -5.44893 0.12 1.92 1.69 -0.227
C -2.11882 2.76963 -4.52822 -0.01 -0.51 0.55 -0.116
C -1.92575 -1.05450 -6.21393 0.82 -0.72 1.04 -0.157
N -1.45763 -2.30576 -6.93149 -0.55 1.98 -0.51 -0.074
C -2.23871 -2.57328 -8.19954 0.76 -1.65 -0.58 -0.213
C -1.17379 -3.00870 -9.37828 -0.26 0.44 -1.04 -0.190
C -1.75420 -2.42758 -10.83500 1.37 -0.42 0.30 -0.246
C -0.95668 -1.00448 -11.10553 0.12 -0.19 -0.32 -0.152
C -2.75927 -1.55823 -4.86643 -3.25 3.12 -1.34 -0.318
O -3.53584 -0.32025 -4.54222 -0.07 -2.01 1.69 -0.072
C -3.88114 -2.74220 -5.02241 0.51 -0.64 -0.45 -0.068
C -5.28217 -2.20886 -5.76475 0.75 -1.37 0.84 -0.095
F -6.19227 -1.81317 -4.65010 1.92 -0.45 -2.52 -0.130
H 0.18911 -2.57475 -1.55286 -2.59 0.34 0.71 0.098
H -1.62272 -2.35887 -0.53044 1.62 -0.82 -1.84 0.092
H -2.08688 -3.88210 -3.08952 0.52 2.62 0.03 0.155
H -1.91009 -0.82323 -3.04356 0.60 -0.28 -1.70 0.195
H 0.54359 -1.31803 -3.71342 -2.23 -0.58 -0.66 0.147
H 0.00442 -2.73114 -4.74912 -1.63 2.03 0.62 0.165
H 0.33854 -0.29853 -6.29546 -1.69 -1.21 0.93 0.166
H 0.29953 0.87991 -4.11170 -0.95 -0.22 -1.18 0.126
H -0.01531 2.74713 -5.41832 -1.96 -1.61 -0.54 0.126
H -1.29345 1.82183 -6.55156 0.74 0.16 2.23 0.121
H -2.24226 2.14468 -3.51911 0.33 1.30 -2.31 0.072
H -1.78469 3.85006 -4.18308 -0.87 -2.15 -1.10 0.080
H -3.16218 2.73934 -5.05737 2.04 0.38 1.00 0.073
H -2.57208 -0.31005 -6.88526 1.36 -1.60 1.70 0.174
H -0.43595 -2.18246 -7.12888 -1.44 -0.16 -0.18 0.096
H -2.90562 -1.66853 -8.56099 1.41 -1.71 0.81 0.121
H -2.91559 -3.53051 -7.97462 1.11 2.25 -0.70 0.126
H -0.10457 -2.49795 -9.26319 -2.35 -0.98 0.16 0.105
H -0.96154 -4.16979 -9.42665 -0.74 2.38 0.25 0.119
H -1.47378 -3.21306 -11.66592 -0.65 1.71 1.55 0.110
H -2.91863 -2.31733 -10.79211 2.26 -0.08 -0.16 0.106
H -1.07418 -0.62328 -12.22956 -0.04 -0.67 2.65 0.090
H -1.30686 -0.20973 -10.31233 0.57 -1.37 -1.76 0.073
H 0.21047 -1.13337 -10.94550 -2.46 0.03 -0.31 0.078
H -4.08676 -0.51655 -3.70411 0.88 0.42 -2.03 0.146
H -4.22993 -3.17560 -3.98722 0.81 0.99 -1.93 0.130
H -3.37667 -3.63120 -5.63859 -1.23 1.94 1.28 0.129
H -5.74840 -3.17203 -6.27174 0.76 2.26 1.09 0.141
H -5.09024 -1.35358 -6.54136 -0.67 -1.48 1.86 0.134
C 3.49691 -3.24019 4.00439 -0.15 0.01 0.25 -0.042
C 3.04634 -2.64275 2.64305 1.90 -0.70 0.53 -0.472
C 3.39658 -1.13137 2.61525 -0.39 0.06 0.02 -0.135
C 2.49522 -0.30243 3.52969 0.07 -0.06 0.06 -0.183
C 1.02155 -0.54452 3.22071 0.27 -0.04 -0.17 -0.131
C 0.61823 -2.04426 3.17310 -1.58 0.08 1.38 -0.470
N 1.58409 -2.89341 2.40258 -0.38 2.59 -4.52 -0.014
O 1.33660 -2.67457 1.03322 0.50 -1.08 3.52 -0.067
C 0.47724 -2.61369 4.60852 0.17 -0.04 0.22 -0.037
C -0.84396 -2.12122 2.61307 0.53 -0.22 -0.54 -0.051
C 3.94769 -3.39873 1.61076 -0.70 0.09 -0.30 -0.048
H 4.58466 -3.38254 4.03463 -0.25 0.09 -0.29 0.088
H 3.27666 -2.60142 4.85914 -0.13 -0.06 -0.08 0.060
H 3.04385 -4.22144 4.17687 -0.01 0.14 -0.05 0.093
H 3.31481 -0.74202 1.59423 -0.09 -0.21 -0.04 0.119
H 4.44198 -0.97882 2.91400 -0.15 -0.32 -0.05 0.127
H 2.70243 -0.52290 4.58219 -0.01 0.02 -0.09 0.105
H 2.72430 0.76105 3.39322 -0.06 -0.15 0.10 0.117
H 0.41219 -0.01527 3.96605 -0.01 -0.31 -0.10 0.118
H 0.79788 -0.07125 2.25745 -0.05 -0.23 -0.07 0.118
H 0.29695 -3.69567 4.58544 0.09 0.19 -0.08 0.094
H -0.37133 -2.15850 5.13388 0.12 0.02 -0.32 0.088
H 1.34034 -2.42552 5.24374 0.03 -0.05 -0.11 0.061
H -0.94873 -1.62118 1.64339 0.22 -0.15 0.12 0.050
H -1.55152 -1.62589 3.28876 0.42 -0.08 0.08 0.086
H -1.17175 -3.16272 2.50019 0.15 0.16 0.02 0.089
H 3.76316 -4.48130 1.65247 -0.03 0.27 0.01 0.089
H 5.01028 -3.23756 1.82660 -0.32 0.10 0.27 0.085
H 3.79543 -3.06701 0.57949 -0.21 -0.02 0.21 0.068
C -0.03933 5.30504 5.79089 0.16 0.22 0.05 -0.046
C 0.13744 3.85945 6.33145 -1.60 0.83 -0.81 -0.474
C -0.38446 3.79997 7.79152 0.32 -0.05 0.09 -0.136
C 0.53868 4.51830 8.77520 -0.04 0.06 -0.05 -0.185
C 1.96994 4.00282 8.66757 -0.29 -0.17 -0.09 -0.135
C 2.53172 3.97916 7.21913 1.78 1.11 0.35 -0.477
N 1.56838 3.41380 6.21912 -0.58 -4.57 2.18 -0.022
O 1.58791 2.01258 6.36226 0.08 3.63 -0.91 -0.044
C 2.94382 5.40625 6.77398 -0.15 0.24 -0.02 -0.044
C 3.89632 3.20838 7.25574 -0.62 -0.52 -0.26 -0.047
C -0.81116 3.02071 5.41154 0.61 -0.42 0.17 -0.050
H -1.08756 5.50846 5.53750 0.18 -0.32 0.10 0.086
H 0.22765 6.07887 6.50996 0.13 -0.10 -0.05 0.059
H 0.54367 5.46171 4.87796 0.00 -0.06 0.14 0.091
H -0.49687 2.75806 8.11175 0.13 -0.02 -0.20 0.123
H -1.38602 4.24523 7.85465 0.16 -0.05 -0.29 0.125
H 0.51298 5.60083 8.61156 -0.02 -0.07 -0.04 0.103
H 0.17156 4.35844 9.79587 0.07 0.05 -0.14 0.116
H 2.61603 4.61566 9.31096 0.07 -0.12 -0.33 0.126
H 1.99570 2.99157 9.09017 0.07 -0.02 -0.24 0.122
H 3.24198 5.41714 5.71818 -0.12 -0.08 0.18 0.092
H 3.80161 5.76979 7.35303 -0.16 -0.31 -0.03 0.087
H 2.16610 6.15377 6.91616 -0.05 -0.08 -0.08 0.057
H 3.80123 2.20739 7.69192 -0.15 0.18 -0.24 0.075
H 4.63270 3.73947 7.87074 -0.39 0.16 -0.12 0.084
H 4.32175 3.10593 6.24905 -0.17 0.02 0.16 0.086
H -0.49937 3.09492 4.36033 0.02 0.00 0.25 0.085
H -1.84263 3.38629 5.47535 0.32 0.21 0.15 0.083
H -0.84916 1.96121 5.68128 0.25 0.17 0.03 0.067
```
Forces are in eV/Å.

Gap between HOMO and LUMO (spin up / spin down): 6.8 / 7.3 eV
Multiplicity: 3
Total charge: +1
Highest occupied orbital energy (spin up / spin down): -10.47 / -11.07 eV
E_LUMO (spin up / spin down): -3.64 / -3.73 eV
Energy: -1856.85638 a.u.

2.
Below is a cluster of 3 separate species, C32H66Cl2N7O9P2S in total at a distorted geometry, with properties calculated with wB97M-V/def2-TZVPD.

```
119
Properties=species:S:1:pos:R:3:forces:R:3:lowdin_charge:R:1
C 5.21097 5.05576 -0.38654 0.14 -9.72 2.90 0.125
C 5.06088 3.68381 -0.02072 1.51 8.91 -3.21 -0.034
C 5.05693 2.05944 0.27402 -0.23 3.14 2.07 -0.301
C 6.58239 1.82106 0.81843 1.17 0.47 0.12 -0.132
C 6.78283 0.53813 1.81726 1.46 -0.09 0.47 -0.102
C 6.82402 1.03536 3.40737 -3.08 -0.80 3.78 -0.261
O 5.92641 0.69388 4.33495 5.73 2.48 -6.06 -0.013
O 7.94876 1.97338 3.73550 -1.70 -3.82 -2.19 -0.006
C 4.09909 1.96181 1.60012 -2.39 2.89 -0.54 -0.051
N 3.51320 0.56821 1.64970 2.24 -0.52 -6.59 -0.012
O 2.98137 -0.09834 2.68726 -0.08 0.67 0.43 -0.024
C 2.54025 0.79095 3.77057 -1.08 0.63 2.36 -0.080
C 1.23161 1.72320 3.41430 -0.95 1.19 1.17 -0.318
C 1.62335 3.32138 3.65095 -0.27 0.03 0.38 -0.071
O 0.61370 1.44935 2.10821 -0.69 0.49 2.26 -0.104
C 3.62414 0.05829 0.34935 -0.88 -1.10 0.94 -0.020
C 3.11713 -1.39021 -0.22289 -0.25 -0.55 1.40 -0.062
C 1.69771 -1.93552 0.37810 -0.57 -1.12 -0.15 -0.208
O 0.49949 -1.20954 -0.06987 0.63 -2.37 1.23 -0.225
C -0.63893 -2.01572 0.45560 -1.49 0.72 0.01 -0.246
C -2.03409 -1.24193 0.00457 0.80 -0.20 0.23 -0.078
C 4.36775 1.03112 -0.79357 2.49 -1.73 2.88 -0.272
C 5.64074 0.33914 -1.60230 2.05 1.14 -4.21 -0.483
Cl 6.44032 -1.29362 -1.08258 -1.64 2.45 -0.38 0.570
C 6.30673 0.97572 -2.80923 -1.85 -0.90 3.23 -0.531
C 5.83474 2.41800 -3.42208 0.54 -0.70 -1.47 -0.099
Cl 7.77566 0.13506 -3.64998 -2.64 1.46 1.57 0.531
S 2.85413 1.57015 -1.78365 -5.77 5.73 0.92 0.802
C 2.52821 0.48752 -3.30804 -0.79 -0.66 -0.80 -0.130
O 2.89446 3.02785 -2.29227 1.24 -4.79 1.06 -0.374
O 1.65049 1.51192 -0.76320 4.84 -1.21 -3.14 -0.349
H 5.69837 6.13718 -0.52139 -1.58 -2.97 0.44 0.087
H 6.85087 2.78521 1.47054 -0.83 -2.04 -1.55 0.145
H 7.41105 1.81511 -0.04104 -2.17 -0.16 1.72 0.147
H 7.88259 0.12377 1.60695 -2.38 0.81 0.45 0.138
H 6.06266 -0.36363 1.62952 1.30 1.92 0.71 0.103
H 8.70411 1.62195 3.14357 -1.53 1.06 1.25 0.132
H 3.15205 2.59998 1.25338 1.82 -1.24 0.96 0.148
H 4.43088 2.48556 2.60030 -0.17 -1.71 -2.06 0.172
H 2.18935 0.07392 4.65899 1.03 1.20 -2.38 0.170
H 3.42099 1.43786 4.25186 -1.74 -1.55 -1.49 0.129
H 0.38883 1.49542 4.22888 2.12 0.33 -1.51 0.163
H 0.66929 3.95414 3.94101 1.90 -1.43 -0.70 0.090
H 2.10337 3.83200 2.71409 -0.87 -1.10 1.73 0.079
H 2.35858 3.39709 4.57503 -1.42 -0.14 -1.91 0.094
H -0.38575 1.59156 2.26497 2.32 -0.32 -0.57 0.124
H 3.05493 -1.47033 -1.39326 0.31 0.77 2.37 0.123
H 3.94586 -2.18471 0.10524 -1.75 1.78 -0.62 0.133
H 1.57287 -3.05131 -0.02899 0.60 2.19 0.80 0.143
H 1.63950 -2.01834 1.54381 0.61 0.34 -2.06 0.130
H -0.55530 -2.09094 1.63153 -0.17 0.21 -2.25 0.133
H -0.66155 -3.10971 0.03653 0.33 1.98 0.55 0.111
H -1.90569 -0.91778 -1.13406 -0.38 -0.70 2.54 0.093
H -2.17925 -0.27702 0.68970 0.22 -2.15 -1.64 0.087
H -2.93621 -1.99967 0.12305 1.89 1.67 -0.25 0.078
H 5.85317 3.31509 -2.67120 -0.31 -2.06 -1.17 0.081
H 6.56778 2.70531 -4.31787 -1.50 -0.81 2.08 0.101
H 4.77777 2.24855 -3.93846 2.23 0.62 1.38 0.082
H 1.37006 0.20601 -3.23871 2.65 0.54 0.29 0.118
H 3.20803 -0.46570 -3.36057 -1.30 1.98 0.14 0.083
H 2.62594 1.17021 -4.26072 0.19 -1.22 2.15 0.097
O -3.79237 -4.69725 -0.15636 3.12 2.80 -2.03 -0.313
P -3.13617 -5.72222 -1.11364 -4.92 -5.49 2.88 0.763
N -4.62098 -6.08679 -1.83217 -1.49 -0.05 -1.58 -0.373
C -5.53105 -7.19641 -1.66759 0.15 -0.51 -0.19 -0.134
C -5.19065 -5.07617 -2.71339 0.22 0.48 0.22 -0.133
N -2.74066 -6.77020 0.20420 1.17 0.13 1.10 -0.331
C -3.37328 -8.04547 0.49142 0.48 -0.42 -0.30 -0.139
C -2.44664 -6.11477 1.48646 -0.02 0.31 -0.16 -0.147
N -2.38183 -6.90050 -2.21410 1.54 1.30 0.98 -0.292
C -2.95745 -7.66285 -3.30591 -0.20 0.68 -0.98 -0.114
C -1.05205 -7.40528 -1.86813 0.54 0.49 -0.06 -0.144
H -5.78703 -7.62432 -2.64607 -0.16 0.09 -0.04 0.080
H -6.46274 -6.88877 -1.18006 0.02 0.07 0.03 0.092
H -5.13973 -8.03680 -1.10740 0.18 0.20 0.11 0.043
H -4.59016 -4.98600 -3.62438 -0.04 0.14 -0.24 0.067
H -5.21997 -4.09381 -2.22847 0.02 -0.04 -0.03 0.071
H -6.21754 -5.30662 -3.02450 0.29 -0.18 0.22 0.085
H -4.39648 -7.92234 0.87748 0.11 -0.02 -0.09 0.091
H -2.80286 -8.60348 1.24941 -0.02 0.34 -0.07 0.086
H -3.37844 -8.70440 -0.37298 -0.17 0.04 -0.23 0.065
H -3.36601 -5.83385 2.01671 0.09 0.09 -0.03 0.084
H -1.84272 -5.21507 1.33615 -0.26 -0.08 0.03 0.056
H -1.86610 -6.76861 2.14550 -0.06 -0.22 -0.25 0.078
H -3.45885 -8.56408 -2.94152 -0.08 0.11 0.14 0.089
H -2.18905 -7.98956 -4.01793 0.11 0.10 0.29 0.083
H -3.65145 -7.07808 -3.91377 -0.12 -0.10 0.32 0.078
H -1.11973 -8.34832 -1.31629 -0.05 0.06 0.01 0.083
H -0.50186 -6.68237 -1.25552 -0.21 -0.27 0.01 0.072
H -0.43631 -7.58211 -2.75679 -0.18 0.04 -0.06 0.075
O -3.29682 3.12507 1.70778 -1.10 1.67 4.04 -0.322
P -3.68274 4.55918 1.26968 1.71 -1.95 -7.35 0.772
N -4.82625 3.97665 0.17110 -1.94 -0.38 -0.85 -0.374
C -4.79645 3.81313 -1.26380 0.00 0.48 -0.29 -0.136
C -6.05229 3.42275 0.73006 0.14 -0.18 0.53 -0.132
N -2.12488 4.81266 0.56243 1.51 0.27 0.70 -0.322
C -1.84218 4.88439 -0.86023 0.02 0.70 -0.04 -0.135
C -1.00006 4.12353 1.21059 -0.35 -0.05 0.21 -0.156
N -4.12638 6.20780 0.76606 1.27 -0.04 1.85 -0.290
C -5.16707 6.66223 -0.13673 -1.13 -0.07 0.52 -0.113
C -3.19255 7.29184 1.07526 0.06 0.19 0.75 -0.141
H -5.68241 4.27834 -1.71625 -0.12 -0.15 -0.02 0.080
H -4.78643 2.75615 -1.55206 0.01 -0.05 0.06 0.089
H -3.96370 4.28933 -1.76673 0.13 -0.02 0.25 0.042
H -6.65514 4.21701 1.18209 -0.24 -0.01 0.10 0.069
H -5.83745 2.67804 1.50484 -0.02 0.06 -0.02 0.071
H -6.68111 2.92682 -0.02029 0.35 0.21 0.00 0.085
H -1.91950 3.90079 -1.34774 -0.03 0.11 0.05 0.090
H -0.82247 5.25824 -1.03833 -0.12 -0.16 0.27 0.086
H -2.47939 5.60306 -1.36905 -0.28 -0.04 -0.04 0.065
H -0.94126 3.07064 0.90512 0.01 0.10 -0.02 0.065
H -1.09137 4.16537 2.29993 -0.09 -0.11 -0.20 0.059
H -0.04479 4.59808 0.96333 -0.16 0.13 -0.22 0.083
H -4.84365 6.60205 -1.17988 0.08 -0.18 0.04 0.088
H -5.43777 7.70826 0.05480 0.29 -0.11 0.14 0.084
H -6.10584 6.11785 -0.01241 0.26 -0.18 -0.16 0.079
H -2.52373 7.48866 0.23125 -0.03 -0.08 0.00 0.082
H -2.58306 7.05021 1.95318 -0.03 0.00 -0.35 0.076
H -3.71275 8.22600 1.31371 -0.12 -0.15 -0.05 0.078
```
Forces are in eV/Å.

Gap between HOMO and LUMO: 5.2 eV
Total charge: +1
Highest occupied orbital energy: -9.10 eV
E_LUMO: -3.89 eV
Energy: -4319.43894 a.u.